1.
{
  "formula": "C4H7NO",
  "method": "wB97M-V/def2-TZVPD",
  "elements": ["H", "N", "C", "C", "H", "H", "H", "H", "C", "C", "O", "H", "H"],
  "coordinates": [[0.679, -0.647, 2.292], [0.572, 0.001, 1.510], [1.385, -0.286, 0.576], [1.436, 0.508, -0.693], [2.090, -1.126, 0.644], [2.429, 0.955, -0.820], [0.683, 1.300, -0.670], [1.255, -0.141, -1.557], [-2.323, 0.211, 0.132], [-1.828, -0.558, -0.807], [-1.367, -1.239, -1.640], [-1.637, 0.552, 0.903], [-3.373, 0.469, 0.129]],
  "e_above_lowest_ev": 2.077,
  "lumo_energy_ev": 0.976,
  "smiles": "[H]/N=C/C.C=C=O",
  "homo_lumo_gap_ev": 10.0242
}


2.
{
  "formula": "C46H66N3RbSb2SeSi3",
  "method": "wB97M-V/def2-TZVPD",
  "elements": ["Rb", "C", "C", "N", "C", "C", "N", "C", "C", "N", "H", "H", "H", "H", "H", "H", "H", "H", "H", "H", "H", "H", "H", "H", "H", "C", "C", "C", "Sb", "C", "C", "C", "C", "C", "C", "C", "C", "C", "C", "C", "C", "Sb", "C", "C", "C", "C", "C", "C", "C", "C", "C", "C", "C", "C", "H", "H", "H", "H", "H", "H", "H", "H", "H", "H", "H", "H", "H", "H", "H", "H", "H", "H", "H", "H", "H", "H", "H", "H", "H", "H", "C", "Si", "C", "C", "C", "C", "C", "C", "C", "Si", "C", "C", "H", "H", "H", "H", "H", "H", "H", "H", "H", "H", "H", "H", "H", "H", "H", "H", "C", "Si", "C", "C", "Se", "H", "H", "H", "H", "H", "H", "H", "H", "H"],
  "coordinates": [[-1.239, -0.701, -0.596], [-2.254, -3.476, -2.832], [-1.132, -3.919, -1.850], [0.023, -3.044, -1.913], [0.790, -3.054, -3.141], [1.235, -1.645, -3.593], [0.267, -0.598, -3.334], [-0.789, -0.413, -4.309], [-1.759, -1.593, -4.406], [-2.258, -2.052, -3.121], [-2.147, -4.049, -3.764], [-3.215, -3.769, -2.400], [-1.488, -3.901, -0.819], [-0.880, -4.970, -2.073], [0.610, -3.205, -1.101], [1.692, -3.680, -3.062], [0.187, -3.512, -3.928], [2.148, -1.378, -3.055], [1.504, -1.707, -4.664], [0.738, 0.286, -3.187], [-1.343, 0.480, -4.011], [-0.392, -0.235, -5.327], [-2.580, -1.285, -5.069], [-1.266, -2.430, -4.907], [-3.135, -1.603, -2.904], [2.629, -0.149, 2.278], [2.113, 1.190, 1.744], [0.667, 1.121, 1.284], [-0.173, 2.966, 0.409], [1.699, 2.958, -1.000], [2.215, 1.776, -1.547], [3.090, 1.759, -2.628], [3.480, 2.954, -3.218], [2.970, 4.147, -2.720], [2.089, 4.136, -1.644], [0.820, 4.151, 1.969], [0.164, 4.373, 3.181], [0.739, 5.137, 4.189], [1.992, 5.705, 4.007], [2.660, 5.498, 2.808], [2.079, 4.730, 1.806], [2.429, -1.822, 0.931], [3.547, -3.156, 2.188], [3.202, -3.283, 3.531], [3.891, -4.154, 4.363], [4.932, -4.922, 3.861], [5.273, -4.817, 2.521], [4.582, -3.942, 1.693], [4.110, -1.331, -0.342], [4.350, -2.126, -1.462], [5.386, -1.843, -2.343], [6.197, -0.740, -2.123], [5.969, 0.069, -1.018], [4.936, -0.227, -0.139], [2.057, -0.441, 3.164], [3.680, -0.101, 2.577], [2.756, 1.549, 0.937], [2.194, 1.933, 2.543], [0.007, 0.840, 2.108], [0.575, 0.366, 0.508], [1.946, 0.814, -1.111], [3.480, 0.814, -2.996], [4.167, 2.956, -4.057], [3.254, 5.089, -3.178], [1.685, 5.089, -1.304], [-0.812, 3.934, 3.345], [0.205, 5.282, 5.121], [2.446, 6.300, 4.793], [3.643, 5.929, 2.651], [2.629, 4.566, 0.887], [2.368, -2.722, 3.936], [3.602, -4.241, 5.404], [5.468, -5.605, 4.510], [6.078, -5.419, 2.115], [4.872, -3.868, 0.650], [3.715, -2.986, -1.660], [5.546, -2.474, -3.209], [6.996, -0.502, -2.815], [6.585, 0.943, -0.847], [4.769, 0.426, 0.708], [-3.158, 2.743, 3.579], [-2.775, 2.241, 1.753], [-3.548, 0.471, 1.755], [-4.037, 3.259, 0.724], [-4.937, 4.111, 1.379], [-5.855, 4.897, 0.695], [-5.884, 4.858, -0.689], [-4.991, 4.030, -1.356], [-4.065, 3.219, -0.693], [-2.901, 2.087, -1.777], [-2.170, 3.407, -2.987], [-4.195, 1.294, -3.010], [-4.185, 2.497, 3.874], [-3.002, 3.811, 3.758], [-2.483, 2.202, 4.251], [-4.493, 0.467, 2.311], [-2.894, -0.279, 2.215], [-3.774, 0.157, 0.732], [-4.927, 4.166, 2.462], [-6.542, 5.534, 1.244], [-6.591, 5.466, -1.245], [-5.014, 4.019, -2.443], [-2.938, 4.076, -3.393], [-1.678, 2.916, -3.835], [-1.415, 4.023, -2.491], [-4.848, 2.030, -3.497], [-4.844, 0.574, -2.499], [-3.666, 0.755, -3.804], [-3.752, -3.597, 1.116], [-2.554, -4.370, 2.367], [-3.063, -6.194, 2.474], [-2.987, -3.603, 4.043], [-0.437, -4.110, 1.806], [-4.794, -3.843, 1.339], [-3.529, -3.958, 0.108], [-3.658, -2.508, 1.115], [-4.092, -6.305, 2.831], [-2.397, -6.734, 3.150], [-2.984, -6.663, 1.490], [-3.906, -4.030, 4.455], [-3.128, -2.525, 3.943], [-2.175, -3.768, 4.754]],
  "e_above_lowest_ev": 0.000,
  "lumo_energy_ev": 3.339,
  "homo_lumo_gap_ev": 4.0337,
  "charge": -2
}


3.
{
  "formula": "C63H145N7O13",
  "method": "wB97M-V/def2-TZVPD",
  "elements": ["C", "C", "C", "C", "C", "C", "N", "O", "C", "C", "C", "H", "H", "H", "H", "H", "H", "H", "H", "H", "H", "H", "H", "H", "H", "H", "H", "H", "H", "H", "C", "C", "C", "C", "C", "C", "N", "O", "C", "C", "C", "H", "H", "H", "H", "H", "H", "H", "H", "H", "H", "H", "H", "H", "H", "H", "H", "H", "H", "H", "C", "C", "C", "C", "C", "C", "N", "O", "C", "C", "C", "H", "H", "H", "H", "H", "H", "H", "H", "H", "H", "H", "H", "H", "H", "H", "H", "H", "H", "H", "C", "C", "C", "C", "C", "C", "N", "O", "C", "C", "C", "H", "H", "H", "H", "H", "H", "H", "H", "H", "H", "H", "H", "H", "H", "H", "H", "H", "H", "H", "C", "C", "C", "C", "C", "C", "N", "O", "C", "C", "C", "H", "H", "H", "H", "H", "H", "H", "H", "H", "H", "H", "H", "H", "H", "H", "H", "H", "H", "H", "C", "C", "C", "C", "C", "C", "N", "O", "C", "C", "C", "H", "H", "H", "H", "H", "H", "H", "H", "H", "H", "H", "H", "H", "H", "H", "H", "H", "H", "H", "C", "C", "C", "C", "C", "C", "N", "O", "C", "C", "C", "H", "H", "H", "H", "H", "H", "H", "H", "H", "H", "H", "H", "H", "H", "H", "H", "H", "H", "H", "O", "H", "H", "O", "H", "H", "O", "H", "H", "O", "H", "H", "O", "H", "H", "O", "H", "H"],
  "coordinates": [[-5.555, -2.106, -0.600], [-6.692, -1.167, -0.285], [-7.934, -2.039, -0.505], [-9.193, -1.333, 0.005], [-9.047, -0.874, 1.485], [-7.811, -0.050, 1.850], [-6.696, -0.750, 1.222], [-5.450, -0.272, 1.633], [-7.957, 1.477, 1.456], [-7.692, -0.182, 3.439], [-6.504, 0.086, -1.231], [-5.616, -2.389, -1.651], [-5.644, -2.952, 0.081], [-4.590, -1.687, -0.315], [-8.022, -2.339, -1.550], [-7.870, -2.994, 0.017], [-9.974, -2.080, -0.135], [-9.362, -0.506, -0.685], [-9.107, -1.701, 2.193], [-9.959, -0.297, 1.634], [-8.815, 1.843, 2.020], [-7.064, 1.981, 1.824], [-8.085, 1.803, 0.423], [-7.649, -1.220, 3.771], [-6.838, 0.361, 3.843], [-8.558, 0.198, 3.982], [-6.547, -0.187, -2.285], [-5.607, 0.633, -0.942], [-7.284, 0.842, -1.137], [-5.363, -0.570, 2.541], [-2.569, 3.766, 4.163], [-3.773, 4.658, 4.242], [-5.035, 4.045, 3.606], [-5.629, 2.836, 4.408], [-5.938, 3.329, 5.789], [-4.712, 3.962, 6.538], [-4.005, 4.945, 5.684], [-3.030, 5.695, 6.331], [-5.300, 4.699, 7.815], [-3.809, 2.814, 7.055], [-3.551, 5.995, 3.511], [-2.358, 3.663, 3.099], [-2.896, 2.809, 4.568], [-1.680, 4.191, 4.630], [-5.869, 4.696, 3.345], [-4.608, 3.649, 2.685], [-4.981, 1.962, 4.476], [-6.537, 2.520, 3.894], [-6.337, 2.450, 6.295], [-6.707, 4.101, 5.838], [-6.133, 4.132, 8.230], [-4.495, 4.753, 8.548], [-5.529, 5.738, 7.577], [-2.851, 3.215, 7.385], [-4.251, 2.395, 7.960], [-3.488, 2.068, 6.329], [-2.788, 6.633, 3.956], [-4.453, 6.607, 3.497], [-3.354, 5.939, 2.440], [-3.554, 6.455, 6.595], [3.493, -3.894, -3.204], [3.974, -4.409, -4.628], [4.769, -3.207, -5.247], [5.681, -3.553, -6.426], [6.632, -4.727, -5.969], [5.857, -6.027, -5.497], [4.829, -5.646, -4.464], [4.092, -6.758, -3.981], [5.255, -6.839, -6.708], [6.879, -6.884, -4.853], [2.739, -4.687, -5.490], [3.107, -2.875, -3.160], [4.280, -3.989, -2.455], [2.674, -4.451, -2.750], [4.083, -2.462, -5.651], [5.392, -2.663, -4.538], [6.191, -2.696, -6.865], [5.213, -3.789, -7.381], [7.325, -4.381, -5.202], [7.288, -5.037, -6.783], [6.088, -7.084, -7.366], [4.824, -7.772, -6.343], [4.511, -6.300, -7.294], [6.436, -7.870, -4.713], [7.817, -6.995, -5.397], [7.116, -6.505, -3.858], [2.956, -4.585, -6.553], [1.972, -3.979, -5.177], [2.525, -5.751, -5.385], [4.734, -7.067, -3.338], [-2.789, 0.987, -1.452], [-2.860, 2.568, -1.561], [-2.716, 2.807, -3.056], [-2.937, 4.276, -3.399], [-4.381, 4.637, -3.014], [-4.614, 4.496, -1.442], [-4.125, 3.173, -1.032], [-4.365, 2.810, 0.323], [-3.738, 5.611, -0.736], [-6.105, 4.634, -1.167], [-1.596, 3.178, -0.934], [-3.113, 0.635, -0.472], [-1.779, 0.578, -1.422], [-3.346, 0.390, -2.173], [-1.664, 2.593, -3.248], [-3.369, 2.118, -3.591], [-2.945, 4.427, -4.478], [-2.316, 5.016, -2.893], [-5.115, 4.094, -3.610], [-4.623, 5.663, -3.290], [-4.317, 6.529, -0.636], [-3.393, 5.335, 0.261], [-2.887, 6.017, -1.283], [-6.338, 4.521, -0.108], [-6.493, 5.620, -1.422], [-6.688, 3.849, -1.648], [-0.658, 2.837, -1.373], [-1.469, 2.851, 0.098], [-1.614, 4.267, -0.990], [-5.032, 2.139, 0.161], [4.116, 0.809, 2.453], [5.504, 0.865, 3.164], [5.254, 0.398, 4.591], [6.574, 0.393, 5.452], [7.432, -0.648, 4.809], [7.792, -0.485, 3.348], [6.570, 0.003, 2.562], [6.812, 0.363, 1.259], [8.986, 0.607, 3.163], [8.239, -1.870, 2.836], [5.949, 2.430, 3.244], [3.312, 1.052, 3.148], [3.889, -0.193, 2.089], [4.028, 1.485, 1.603], [4.571, 1.068, 5.113], [4.694, -0.536, 4.556], [6.500, 0.153, 6.513], [7.025, 1.383, 5.517], [6.962, -1.608, 5.027], [8.338, -0.681, 5.414], [8.955, 1.045, 2.165], [8.976, 1.443, 3.864], [9.982, 0.166, 3.212], [7.490, -2.654, 2.942], [8.348, -1.799, 1.754], [9.161, -2.292, 3.234], [6.153, 2.743, 2.219], [6.910, 2.517, 3.751], [5.205, 3.095, 3.682], [7.152, 1.249, 1.405], [5.850, 2.900, -5.797], [5.301, 1.762, -4.948], [6.534, 0.854, -4.535], [6.500, -0.015, -3.292], [5.809, 0.821, -2.184], [4.379, 1.353, -2.535], [4.601, 2.264, -3.732], [3.544, 3.137, -4.028], [3.250, 0.271, -2.685], [3.979, 2.328, -1.313], [4.384, 0.900, -5.865], [5.969, 2.610, -6.841], [6.726, 3.376, -5.356], [5.101, 3.692, -5.808], [6.521, -0.031, -5.171], [7.484, 1.306, -4.820], [7.481, -0.425, -3.052], [5.842, -0.868, -3.453], [6.471, 1.626, -1.864], [5.739, 0.208, -1.286], [2.210, 0.598, -2.690], [3.222, -0.341, -3.586], [3.268, -0.360, -1.796], [3.061, 2.892, -1.484], [3.820, 1.739, -0.410], [4.734, 3.070, -1.053], [3.961, 0.005, -5.410], [4.941, 0.644, -6.766], [3.606, 1.577, -6.220], [3.934, 3.963, -3.731], [-1.812, -2.724, -0.933], [-0.776, -2.194, 0.083], [0.353, -1.417, -0.732], [1.213, -0.472, 0.144], [0.411, 0.481, 1.075], [-0.724, -0.312, 1.851], [-1.467, -1.189, 0.920], [-2.634, -1.649, 1.552], [-0.139, -1.040, 3.078], [-1.748, 0.807, 2.397], [-0.073, -3.366, 0.822], [-2.430, -1.927, -1.347], [-2.478, -3.421, -0.427], [-1.217, -3.237, -1.689], [0.985, -2.082, -1.320], [-0.073, -0.774, -1.502], [1.773, 0.240, -0.463], [1.999, -1.037, 0.643], [-0.063, 1.207, 0.415], [1.104, 0.949, 1.773], [0.761, -1.597, 2.814], [0.231, -0.403, 3.882], [-0.871, -1.751, 3.460], [-2.287, 1.311, 1.595], [-2.416, 0.319, 3.107], [-1.103, 1.420, 3.026], [-0.408, -3.598, 1.833], [0.958, -3.122, 1.076], [0.038, -4.309, 0.287], [-3.248, -1.019, 1.169], [-3.543, -4.709, 1.297], [-3.113, -3.855, 1.341], [-4.337, -4.606, 1.821], [-0.717, -5.350, -3.847], [-1.567, -5.539, -3.449], [-0.765, -4.424, -4.084], [-1.892, -2.974, -4.563], [-2.724, -2.983, -4.089], [-1.902, -2.149, -5.049], [1.202, -4.264, 3.724], [0.819, -4.930, 4.295], [0.485, -4.002, 3.147], [2.137, -6.194, -0.396], [3.055, -6.463, -0.379], [2.058, -5.567, 0.324], [-3.349, -3.779, 4.282], [-4.281, -3.739, 4.495], [-3.167, -2.947, 3.845]],
  "lumo_energy_ev": [1.748, 1.687],
  "homo_lumo_gap_ev": [1.5281, 7.5211],
  "s_squared": 0.7507,
  "charge": -1,
  "multiplicity": 2
}


4.
{
  "formula": "CH11NO4",
  "method": "wB97M-V/def2-TZVPD",
  "elements": ["C", "N", "H", "H", "H", "H", "H", "O", "H", "H", "O", "H", "H", "O", "H", "H", "O"],
  "coordinates": [[-1.365, -2.125, -1.691], [-1.904, -1.086, -2.196], [-2.068, -2.818, -1.234], [-0.377, -2.543, -1.899], [-1.224, -0.326, -2.289], [-0.462, 0.519, 3.362], [0.054, -0.056, 2.091], [-0.749, 0.328, 2.464], [2.909, -0.590, 1.796], [2.206, 0.461, 0.921], [2.036, -0.335, 1.452], [-1.016, 2.539, -0.088], [-1.231, 1.370, 0.928], [-1.151, 1.586, -0.021], [0.781, 1.377, -0.978], [1.821, 0.462, -1.603], [1.739, 1.237, -1.015]],
  "e_above_lowest_ev": 1.290,
  "lumo_energy_ev": [3.870, 3.720],
  "homo_lumo_gap_ev": [2.9726, 10.3388],
  "s_squared": 0.7505,
  "charge": -1,
  "multiplicity": 2
}


| no. | maximum force (Eh/bohr) |
| --- | --- |
| 1 | 0.020 |
| 2 | 0.010 |
| 3 | 0.065 |
| 4 | 0.039 |